11
Properties=species:S:1:pos:R:3:forces:R:3:mulliken_charge:R:1 method="wB97M-V/def2-TZVPD" relative_energy_ev=4.234 total_charge=0 energy_ev=-7195.554 homo_energy_ev=-9.89 smiles="[H]/N=C(/C)NO" spin_multiplicity=1
C -1.1680 -0.5990 -0.7405 0.0 -0.1 -2.6 -0.933
C 0.1291 -0.0243 -0.1785 0.7 -5.6 -2.8 0.570
H -1.8243 0.2591 -1.0325 0.4 -0.7 -0.2 0.325
H -1.7958 -1.2121 -0.0555 0.9 0.2 -0.3 0.256
H -0.8153 -1.2346 -1.7332 -1.3 1.6 2.8 0.246
H 2.0420 -0.5659 0.1514 -1.6 0.0 -1.5 0.155
H -0.7971 1.0461 1.0460 0.3 0.8 0.7 0.267
H 1.7928 0.5298 1.4755 -2.6 3.7 -1.8 0.319
N 1.1469 -0.8186 -0.3969 0.6 1.5 1.9 -0.624
N -0.0014 1.1404 0.4190 2.8 1.6 2.1 -0.134
O 1.2911 1.4791 1.0452 0.0 -2.9 1.6 -0.447

26
Properties=species:S:1:pos:R:3:forces:R:3:mulliken_charge:R:1 method="wB97M-V/def2-TZVPD" relative_energy_ev=3.136 total_charge=0 energy_ev=-19429.371 homo_energy_ev="-7.19 / -9.08" spin_multiplicity=1
C 3.9731 -0.6931 -0.6760 1.3 1.0 0.1 -0.616
C 3.7117 0.2297 0.3333 1.5 0.1 1.3 -0.317
C 2.9369 -0.9326 -1.5347 -0.5 1.0 -1.0 -0.324
C 2.4664 0.6576 0.6032 -2.6 -1.5 -2.2 -0.610
C 1.6468 -0.4173 -1.4537 1.0 -0.5 3.7 -0.603
C 1.3892 0.2269 -0.2194 0.2 0.5 -0.8 0.884
C -2.7220 -0.3636 0.0592 -0.8 -1.5 0.0 0.712
C -1.9314 -1.2483 0.6784 1.6 0.0 0.3 -0.046
C -2.1939 0.6832 -0.7755 0.6 1.1 -0.1 0.345
C 0.0740 0.6353 0.1652 -1.8 -1.2 1.1 0.555
C -4.2013 -0.6221 -0.1178 0.6 -0.8 0.2 -1.195
C -0.2924 1.1831 1.5276 1.1 -0.7 1.7 -1.424
O -2.7777 1.4427 -1.4934 -0.6 -0.4 0.2 -0.590
O -0.8170 0.8376 -0.8125 1.6 0.0 -0.1 -0.343
F -2.3210 -2.3640 1.3802 -0.1 1.8 -1.1 -0.236
H 5.0218 -1.0219 -0.9224 -1.4 0.3 0.4 0.312
H 4.4294 0.6831 0.9998 0.8 -0.5 -0.2 0.368
H 3.1964 -1.2297 -2.4864 0.5 -1.8 -1.8 0.402
H 2.1220 1.2901 1.3462 0.5 1.2 1.7 0.324
H 0.8433 -0.8577 -1.9648 -0.8 0.1 -1.3 0.379
H -4.6858 -0.1822 0.7477 -0.5 -0.2 0.1 0.256
H -4.2246 -1.7596 -0.0719 -1.0 1.5 -0.4 0.300
H -4.5600 -0.1007 -1.0311 0.1 -0.9 0.5 0.332
H 0.4075 2.0196 1.8088 -1.2 0.0 -0.6 0.483
H -0.1329 0.5113 2.4929 -0.4 0.8 -2.4 0.275
H -1.3586 1.3925 1.4172 0.4 0.7 0.8 0.376

22
Properties=species:S:1:pos:R:3:forces:R:3:mulliken_charge:R:1 method="wB97M-V/def2-TZVPD" relative_energy_ev=3.731 total_charge=+3 energy_ev=-39416.019 homo_energy_ev=-15.37 spin_multiplicity=1
Ag -1.9057 -4.5100 6.0690 0.0 0.2 -0.2 0.968
Ag 2.6420 -6.4379 3.8969 0.1 0.2 -0.3 0.985
Ag -2.2432 -8.7722 2.0864 0.1 0.1 -0.2 0.971
Ag -3.8190 -3.6055 0.1254 0.3 0.3 -0.2 0.996
F -0.7414 -5.0470 2.3377 -0.4 -0.7 0.7 -0.921
C -0.4054 3.2603 0.5966 0.8 1.4 1.0 -0.605
O -1.0008 2.2291 -0.1656 0.9 -1.1 -0.6 -0.262
P -0.0480 1.3206 -1.0881 3.4 3.3 0.4 0.999
O -0.5626 0.0224 -1.4039 -1.2 -2.1 -0.2 -0.702
O 0.3073 2.2712 -2.3408 -0.3 -0.4 3.1 -0.279
C 0.0723 1.8832 -3.6630 0.4 -0.2 -1.1 -0.600
O 1.4742 1.2676 -0.2985 -2.3 0.6 -1.1 -0.315
C 1.6579 0.2278 0.6552 -0.6 -0.7 -0.3 -0.705
H 0.2412 2.9004 1.3970 -0.5 -0.5 0.3 0.244
H -1.1826 3.9073 1.0032 -0.1 -0.3 -0.1 0.283
H 0.3021 3.9155 0.0885 -0.3 -0.1 -0.9 0.314
H 1.0462 1.9446 -4.1487 -0.2 -0.3 -0.3 0.238
H -0.5852 2.6043 -4.1486 -0.1 -0.1 0.1 0.232
H -0.3333 0.8716 -3.6800 0.0 0.1 -0.3 0.302
H 0.6833 -0.1771 0.9278 0.0 -0.1 0.4 0.307
H 2.2045 0.5305 1.5483 -0.1 0.5 -0.2 0.280
H 2.1960 -0.6066 0.2054 0.2 0.1 -0.2 0.271

20
Properties=species:S:1:pos:R:3:forces:R:3:mulliken_charge:R:1 method="wB97M-V/def2-TZVPD" relative_energy_ev=0.571 total_charge=-1 energy_ev=-12543.877 homo_energy_ev=-4.17 smiles="COCCCCC(=O)[O-]" spin_multiplicity=1
C 2.1438 -0.9015 0.6637 0.2 0.4 0.2 -0.568
O 2.2066 0.3237 -0.0460 0.0 -0.3 -0.3 -0.463
C 0.9913 0.6328 -0.7240 0.2 0.5 0.3 -0.488
C 0.0565 1.4818 0.1475 -0.1 0.0 -0.6 -0.558
C -1.3855 1.0096 0.1202 -0.1 0.0 0.8 -0.676
C -1.4998 -0.4814 0.3975 -0.7 0.4 -0.3 -0.409
C -1.4363 -1.3539 -0.8667 0.0 -0.2 -0.4 0.358
O -2.0907 -0.9627 -1.8661 0.2 -0.1 0.5 -0.746
O -0.7121 -2.3722 -0.7568 0.0 -0.2 -0.2 -0.735
H 3.0673 -1.4435 0.4987 0.3 -0.2 -0.1 0.234
H 2.0818 -0.6959 1.7305 -0.2 0.0 0.3 0.225
H 1.3063 -1.5172 0.3559 -0.2 -0.2 -0.1 0.262
H 0.5098 -0.2689 -1.0809 0.0 -0.2 0.0 0.419
H 1.2790 1.2133 -1.5923 0.1 0.1 -0.3 0.339
H 0.4269 1.4962 1.1653 0.2 -0.2 0.3 0.330
H 0.1044 2.5081 -0.2044 0.0 0.4 0.0 0.269
H -1.8852 1.2561 -0.8032 -0.1 -0.1 -0.5 0.360
H -1.9290 1.5451 0.8980 -0.1 0.3 0.2 0.319
H -2.4726 -0.6642 0.8457 -0.3 -0.2 0.1 0.393
H -0.7626 -0.8053 1.1175 0.3 -0.1 0.2 0.134